Record 1
The molecule C5H8O2. Source: the OMol25 dataset; level of theory: the ωB97M-V functional and the def2-TZVPD basis.

Geometry as XYZ:
```
15
Properties=species:S:1:pos:R:3
C 1.48 0.03 -1.40
C 0.25 -0.05 0.85
C -0.45 -0.83 1.83
C -0.61 0.92 0.10
C -1.00 0.04 -1.07
O -2.12 -0.22 -1.43
O 0.12 -0.54 -1.58
H 1.52 0.98 -1.92
H 1.85 0.18 -0.37
H 2.10 -0.74 -1.84
H -1.54 -0.86 1.81
H 0.01 -1.80 2.04
H -0.11 -0.14 2.64
H -1.49 1.28 0.64
H -0.02 1.75 -0.30
```

As for the total charge: 0. The value obtained for the HOMO energy is -8.327 eV. As for the energy above the lowest of the compared OMol25 structures with the same formula, charge and spin: 4.615 eV. The calculation puts the frontier orbital gap at 8.41 eV.

Record 2
The molecule C5H8O2. Source: the OMol25 dataset; level of theory: the ωB97M-V functional and the def2-TZVPD basis.

Geometry as XYZ:
```
15
Properties=species:S:1:pos:R:3
C -1.23 1.67 0.57
C -0.23 0.55 -0.42
C 0.50 -0.44 -1.39
C 0.95 -0.29 0.04
O 2.24 0.09 0.40
C -0.02 -0.93 1.01
O -1.13 -0.37 0.33
H -1.91 2.07 -0.16
H -0.42 2.30 0.86
H -1.83 1.37 1.49
H -0.04 -1.33 -1.74
H 1.22 -0.05 -2.10
H 2.85 -0.61 0.12
H -0.15 -2.01 1.05
H 0.12 -0.51 2.02
```

As for the structure (SMILES): C[C@@]12C[C@]1(O)CO2. As for the total charge: 0. The value obtained for the HOMO energy is -8.446 eV. As for the energy above the lowest of the compared OMol25 structures with the same formula, charge and spin: 6.237 eV. The calculation puts the frontier orbital gap at 9.09 eV.

Record 3
C5H8O2 as an isolated structure. Source: the OMol25 dataset; level of theory: the ωB97M-V functional and the def2-TZVPD basis.

Geometry as XYZ:
```
15
Properties=species:S:1:pos:R:3
C 0.48 -1.40 -1.18
C -0.01 -0.31 -0.32
C 0.82 0.13 1.43
O -0.23 0.39 2.01
C -1.19 -0.06 0.25
C -0.64 1.02 -0.54
O -0.23 2.26 -0.03
H 0.32 -2.39 -0.73
H -0.14 -1.34 -2.08
H 1.53 -1.28 -1.46
H 1.49 0.92 1.02
H 1.41 -0.79 1.65
H -2.15 -0.41 0.54
H -1.16 1.11 -1.49
H -0.30 2.15 0.93
```

As for the total charge: 0. The value obtained for the HOMO energy (alpha / beta) is -8.146 / -8.145 eV. As for the energy above the lowest of the compared OMol25 structures with the same formula, charge and spin: 6.676 eV. The calculation puts the frontier orbital gap (alpha / beta) at 7.13 / 7.13 eV.

Record 4
The molecule C5H8O2. Source: the OMol25 dataset; level of theory: the ωB97M-V functional and the def2-TZVPD basis.

Geometry as XYZ:
```
15
Properties=species:S:1:pos:R:3
C 0.05 -1.98 1.46
C -0.15 -1.05 0.70
C -0.29 0.06 -0.27
C -1.47 0.97 0.11
O -0.58 -0.47 -1.55
C 1.06 0.81 -0.33
O 2.11 -0.05 -0.70
H 0.16 -2.80 2.13
H -1.29 2.00 -0.22
H -1.64 0.98 1.19
H -2.36 0.60 -0.38
H -0.07 -1.28 -1.65
H 1.26 1.33 0.62
H 0.99 1.56 -1.12
H 2.23 -0.69 0.01
```

As for the structure (SMILES): C#C[C@](C)(O)CO. As for the total charge: 0. The value obtained for the HOMO energy is -10.169 eV. As for the energy above the lowest of the compared OMol25 structures with the same formula, charge and spin: 2.348 eV. The calculation puts the frontier orbital gap at 11.01 eV.

Record 5
The molecule C5H8O2. Source: the OMol25 dataset; level of theory: the ωB97M-V functional and the def2-TZVPD basis.

Geometry as XYZ:
```
15
Properties=species:S:1:pos:R:3
O -1.22 -2.20 -0.04
C -1.05 -1.01 -0.04
C -1.85 0.29 -0.31
C -0.59 1.12 0.08
C 0.10 -0.20 0.43
C 1.54 -0.54 0.04
O 2.37 0.62 0.04
H -1.97 0.28 -1.39
H -2.80 0.51 0.19
H -0.64 1.81 0.93
H -0.14 1.67 -0.75
H -0.44 -0.45 1.41
H 1.95 -1.33 0.68
H 1.49 -0.94 -0.99
H 3.24 0.36 -0.28
```

As for the structure (SMILES): O=C1CC[C@@H]1CO. As for the total charge: 0. The value obtained for the HOMO energy is -9.169 eV. As for the energy above the lowest of the compared OMol25 structures with the same formula, charge and spin: 2.162 eV. The calculation puts the frontier orbital gap at 9.92 eV.

Record 6
The molecule C5H8O2. Source: the OMol25 dataset; level of theory: the ωB97M-V functional and the def2-TZVPD basis.

Geometry as XYZ:
```
15
Properties=species:S:1:pos:R:3
O -2.17 0.79 0.91
C -1.20 -0.21 0.76
C 0.25 0.19 1.13
C 0.60 0.07 -0.35
C 1.85 -0.18 -1.04
O 1.34 1.14 -0.91
C -0.76 -0.47 -0.71
H -1.87 1.56 0.42
H -1.57 -1.09 1.30
H 0.34 1.24 1.45
H 0.77 -0.43 1.87
H 2.52 -0.61 -0.31
H 1.89 -0.51 -2.08
H -1.29 0.06 -1.50
H -0.70 -1.54 -0.95
```

As for the structure (SMILES): O[C@H]1C[C@]2(CO2)C1. As for the total charge: 0. The value obtained for the HOMO energy is -10.172 eV. As for the energy above the lowest of the compared OMol25 structures with the same formula, charge and spin: 2.702 eV. The calculation puts the frontier orbital gap at 11.08 eV.

Record 7
C5H8O2 as an isolated structure. Source: the OMol25 dataset; level of theory: the ωB97M-V functional and the def2-TZVPD basis.

Geometry as XYZ:
```
15
Properties=species:S:1:pos:R:3
C 1.92 -0.10 0.73
C 0.56 0.43 0.46
C -0.52 -0.71 -1.14
C -0.81 -0.10 0.20
O -1.55 -0.71 1.21
C -1.01 1.35 -0.33
O 0.31 1.66 0.12
H 2.68 0.53 0.26
H 2.00 -1.13 0.34
H 2.11 -0.14 1.81
H -1.41 -0.92 -1.75
H 0.19 -1.54 -1.18
H -2.15 -1.33 0.78
H -0.58 0.63 -1.50
H -1.76 2.08 -0.01
```

As for the total charge: 0. The value obtained for the HOMO energy (alpha / beta) is -7.404 / -7.403 eV. As for the energy above the lowest of the compared OMol25 structures with the same formula, charge and spin: 6.048 eV. The calculation puts the frontier orbital gap (alpha / beta) at 8.05 / 8.05 eV.

Record 8
The molecule C5H8O2. Source: the OMol25 dataset; level of theory: the ωB97M-V functional and the def2-TZVPD basis.

Geometry as XYZ:
```
15
Properties=species:S:1:pos:R:3
C 1.57 -0.05 0.69
C 0.38 0.21 -0.20
C -0.12 -0.84 -1.15
C -1.01 -0.31 -0.05
O -1.36 -1.03 1.08
C -0.51 2.43 -0.25
O 0.33 1.56 -0.73
H 2.50 0.12 0.12
H 1.58 -1.09 1.02
H 1.59 0.60 1.57
H -0.35 -0.55 -2.17
H 0.28 -1.83 -1.01
H -2.13 -1.57 0.83
H -1.75 0.40 -0.40
H -0.99 1.94 0.65
```

As for the total charge: 0. The value obtained for the HOMO energy is -8.547 eV. As for the energy above the lowest of the compared OMol25 structures with the same formula, charge and spin: 4.643 eV. The calculation puts the frontier orbital gap at 9.20 eV.